# 1
Density functional theory data (ωB97M-V/def2-TZVPD) for a structure of composition C44H51DyN14O2P2Se at a distorted geometry.

For the orbital gap (spin up / spin down), the calculation gives 5.3 / 5.3 eV. For the strongest force on any atom, the calculation gives 0.0424 hartree/bohr. The multiplicity is 6. Its charge is 0.

Last column: Mulliken charge in e.
Positions of all 115 atoms, in Å:
1 Dy 14.1105 11.8647 11.8717  0.624
2 C 12.2803 8.9213 15.9200  -1.587
3 C 13.7911 9.2444 15.9080  0.549
4 C 14.0180 10.4549 16.8093  -1.680
5 P 14.4998 9.3110 14.1720  1.421
6 C 14.4705 7.5298 13.5594  1.217
7 C 14.7513 6.4239 14.5298  -1.990
8 C 15.3149 7.3251 12.3000  -1.681
9 C 16.2833 9.6872 14.4178  0.843
10 C 16.9529 9.1240 15.5151  -0.454
11 C 18.3374 9.1268 15.6491  -1.015
12 C 19.0997 9.5919 14.5575  -0.957
13 C 18.4760 10.2262 13.5047  -0.655
14 C 17.0511 10.3536 13.3965  -0.905
15 N 16.4966 11.1397 12.4113  0.829
16 C 17.3227 11.9692 11.6647  -0.645
17 C 18.2407 12.8705 12.2711  0.134
18 C 18.8545 13.8711 11.5141  -1.245
19 C 18.5635 14.0055 10.1337  -0.914
20 C 17.7142 13.0739 9.5302  -1.219
21 C 17.2057 11.9556 10.2435  0.177
22 P 16.2508 10.6115 9.4093  1.924
23 C 16.0003 11.0839 7.6343  0.500
24 C 17.1687 10.9091 6.6679  -1.740
25 C 14.7159 10.4313 7.1374  -1.569
26 C 17.3767 9.1195 9.4953  1.499
27 C 16.7890 7.8682 8.8038  -1.440
28 C 18.8605 9.3477 9.1398  -1.723
29 H 11.9258 8.8115 16.9449  0.463
30 H 12.0035 8.0093 15.3978  0.329
31 H 11.6801 9.7337 15.4875  0.172
32 H 14.2953 8.3819 16.3809  0.412
33 H 13.1477 11.1049 16.7648  0.386
34 H 14.1281 10.1398 17.8514  0.393
35 H 14.9125 11.0558 16.5711  0.209
36 H 13.4112 7.4331 13.2112  0.023
37 H 15.7823 6.3629 14.8498  0.390
38 H 14.5406 5.4524 14.0616  0.486
39 H 14.1818 6.4401 15.4488  0.387
40 H 16.3992 7.3530 12.4993  0.302
41 H 15.1375 8.0690 11.5230  -0.039
42 H 15.1151 6.3426 11.8672  0.647
43 H 16.3256 8.6894 16.2908  0.293
44 H 18.7917 8.7314 16.5753  0.387
45 H 20.1924 9.4947 14.5756  0.375
46 H 19.0683 10.7467 12.7448  0.359
47 H 18.3962 12.7739 13.3399  0.639
48 H 19.5845 14.5498 11.9513  0.412
49 H 18.9748 14.8159 9.5389  0.432
50 H 17.4843 13.1830 8.4608  0.321
51 H 15.7974 12.1567 7.6979  0.398
52 H 17.2611 9.8640 6.3033  0.271
53 H 18.1480 11.2066 7.1048  0.292
54 H 16.9948 11.5331 5.7905  0.439
55 H 14.8510 9.3592 6.9890  0.341
56 H 14.4216 10.8742 6.1900  0.471
57 H 13.8922 10.5757 7.8349  0.121
58 H 17.3102 8.9130 10.5796  -0.488
59 H 16.8469 7.9118 7.7245  0.326
60 H 15.7202 7.7424 9.0646  0.132
61 H 17.2998 6.9862 9.1713  0.466
62 H 19.0856 9.2007 8.0745  0.346
63 H 19.4449 8.5891 9.6627  0.442
64 H 19.2647 10.3216 9.4350  0.293
65 Se 6.6466 15.9948 9.7730  0.166
66 N 7.4164 14.4268 9.0991  -0.888
67 C 8.5331 14.2839 9.7537  0.822
68 C 9.4048 13.1436 9.5821  0.707
69 C 9.0265 12.1360 8.6871  -0.685
70 C 9.8834 11.0376 8.5852  -1.248
71 C 11.0681 11.0731 9.3055  -0.018
72 N 11.4298 11.9858 10.1938  0.512
73 C 10.6090 13.0476 10.3499  -0.690
74 C 10.9881 14.0953 11.3166  0.203
75 N 12.0647 13.9492 12.1178  0.448
76 C 12.3570 14.9450 12.9299  -0.357
77 C 11.6604 16.1408 13.0682  -1.177
78 C 10.4866 16.3002 12.3515  -0.862
79 C 10.1528 15.2517 11.4588  0.592
80 C 8.8947 15.3145 10.7549  0.814
81 N 8.0581 16.3022 10.9507  -0.894
82 H 8.0666 12.2370 8.1497  0.458
83 H 9.6623 10.1341 7.9989  0.490
84 H 11.8096 10.2771 9.1380  0.114
85 H 13.2573 14.8135 13.5288  0.163
86 H 12.0602 16.9072 13.7494  0.539
87 H 9.8273 17.1733 12.3831  0.492
88 C 11.9584 7.3846 10.1255  -0.489
89 O 11.4420 8.1614 11.2800  -0.557
90 C 12.0946 9.2959 11.6155  -0.568
91 O 13.1435 9.6790 11.0801  1.030
92 N 11.3919 9.9747 12.5764  -0.098
93 N 11.8165 11.3130 12.8110  -0.204
94 H 12.3129 6.4249 10.4986  0.311
95 H 12.7653 7.9556 9.6370  0.063
96 H 11.1102 7.2580 9.4522  0.303
97 H 10.4832 9.6223 12.9178  0.306
98 H 11.1047 11.9865 12.4758  0.394
99 H 11.9599 11.4969 13.8098  0.392
100 N 14.3575 12.5404 14.2333  -0.014
101 C 14.8340 13.3332 14.9878  0.682
102 N 15.2750 14.1661 15.9118  -0.923
103 C 15.4906 15.4272 15.4673  0.497
104 N 15.6287 16.5323 15.1163  -0.665
105 N 10.9321 13.9391 6.6827  -0.640
106 C 11.9332 14.0973 7.2750  0.468
107 N 13.1513 14.3197 7.8061  -0.947
108 C 13.5541 13.5211 8.7725  0.540
109 N 14.0430 12.8773 9.6283  0.228
110 C 16.3869 16.4400 12.0808  -1.618
111 C 15.6133 15.2042 11.8945  0.557
112 N 15.0471 14.1978 11.7950  0.178
113 H 17.3659 16.2044 12.5037  0.301
114 H 15.8598 17.0919 12.7611  0.475
115 H 16.5163 16.9092 11.1122  0.373

***

# 2
Density functional theory data (ωB97M-V/def2-TZVPD) for a structure of composition C44H52BF2HgN13O2S.

For the orbital gap, the calculation gives 8.3 eV. For the strongest force on any atom, the calculation gives 0.0183 hartree/bohr. The multiplicity is 1. Its charge is 0.

Last column: Mulliken charge in e.
Positions of all 116 atoms, in Å:
1 Hg 0.0884 -0.1154 1.0184  2.642
2 C 0.9719 0.3942 -2.7076  0.634
3 C 0.2086 1.5054 -2.0877  -0.499
4 C -0.2356 2.6697 -2.7219  -2.165
5 C -0.8830 3.3793 -1.7416  0.023
6 N -0.8327 2.6686 -0.6048  0.380
7 N -0.1581 1.5270 -0.8107  0.791
8 B -1.3318 3.1134 0.7819  -0.724
9 N -2.3151 2.0819 1.3698  0.414
10 C -3.5603 2.3272 1.8113  -0.017
11 C -4.1354 1.1323 2.1733  -1.896
12 C -3.1506 0.1725 1.9177  -0.036
13 C -3.2054 -1.2939 2.1521  -0.822
14 N -2.0696 0.7689 1.4319  0.990
15 N -0.0641 3.1952 1.6700  0.246
16 C 0.6781 4.2495 2.0433  0.019
17 C 1.7815 3.7858 2.7264  -2.056
18 C 1.6442 2.3929 2.7221  0.044
19 C 2.5274 1.3816 3.3708  -0.887
20 N 0.5358 2.0649 2.0704  1.051
21 N -2.1333 4.3998 0.6045  0.263
22 C -2.1760 5.5983 1.2245  -0.147
23 C -3.1887 6.3387 0.6620  -1.380
24 C -3.7474 5.4939 -0.3122  0.690
25 C -4.8918 5.7622 -1.2299  -1.285
26 N -3.1069 4.3400 -0.3225  -1.120
27 H 1.2555 0.6629 -3.7228  0.340
28 H 1.8612 0.1819 -2.1218  -0.452
29 H 0.3612 -0.5070 -2.7283  -0.472
30 H -0.0899 2.9494 -3.7461  0.526
31 H -1.3854 4.3231 -1.7932  0.576
32 H -3.9764 3.3145 1.8465  0.483
33 H -5.1250 0.9747 2.5548  0.517
34 H -4.2336 -1.6322 2.2580  0.470
35 H -2.7332 -1.8174 1.3239  -0.157
36 H -2.6536 -1.5358 3.0590  0.039
37 H 0.4142 5.2560 1.7971  0.638
38 H 2.5609 4.3666 3.1776  0.540
39 H 3.5303 1.7804 3.5202  0.481
40 H 2.1206 1.1097 4.3447  0.152
41 H 2.5797 0.4805 2.7628  -0.101
42 H -1.5216 5.8545 2.0325  0.492
43 H -3.4797 7.3425 0.8996  0.462
44 H -5.2013 6.8024 -1.1560  0.368
45 H -4.6069 5.5435 -2.2579  0.303
46 H -5.7385 5.1239 -0.9756  0.254
47 F -0.0610 -5.6335 0.8438  -0.384
48 C 0.0581 -4.5574 1.6682  0.339
49 C 0.0805 -3.2901 1.1199  0.473
50 C 0.1952 -2.1480 1.9130  -1.058
51 C 0.2630 -2.3429 3.3063  1.352
52 C 0.2301 -3.6405 3.8200  0.540
53 F 0.2391 -3.8463 5.1608  -0.380
54 C 0.1412 -4.7683 3.0285  -1.026
55 C 0.2610 -1.2079 4.2505  0.174
56 C 0.9945 -1.2285 5.4384  -0.740
57 C 0.8092 -0.2068 6.3525  -0.827
58 C -0.0605 0.8275 6.0383  -0.887
59 C -0.6798 0.7999 4.7968  -0.258
60 N -0.5344 -0.1885 3.9347  0.433
61 H 0.0192 -3.2059 0.0446  -0.267
62 H 0.1337 -5.7562 3.4601  0.529
63 H 1.6884 -2.0281 5.6483  0.471
64 H 1.3420 -0.2167 7.2923  0.388
65 H -0.2547 1.6342 6.7281  0.443
66 H -1.3365 1.6031 4.4898  0.287
67 C 3.2784 -4.5084 -2.5077  -1.895
68 C 2.7570 -3.1102 -2.8586  2.642
69 C 3.8716 -2.2693 -3.4916  -1.681
70 C 1.5666 -3.2166 -3.8186  -1.529
71 C 2.3238 -2.4625 -1.6346  -0.833
72 N 1.9880 -1.9647 -0.6619  -0.132
73 H 3.5779 -5.0202 -3.4190  0.449
74 H 2.5115 -5.0993 -2.0125  0.374
75 H 4.1371 -4.4469 -1.8437  0.392
76 H 4.1707 -2.7144 -4.4393  0.428
77 H 4.7403 -2.2273 -2.8366  0.390
78 H 3.5257 -1.2541 -3.6757  0.296
79 H 1.8914 -3.6829 -4.7475  0.470
80 H 1.1649 -2.2323 -4.0455  0.248
81 H 0.7712 -3.8203 -3.3861  0.329
82 N -2.1241 -3.6526 -1.9845  -0.164
83 C -2.6229 -2.3992 -1.8482  -0.353
84 S -1.7263 -1.1292 -1.2769  0.054
85 N -3.9072 -2.1558 -2.2143  -0.014
86 C -4.6831 -2.7823 -3.1906  0.238
87 C -6.0637 -2.5962 -3.1555  -0.459
88 C -6.8625 -3.1282 -4.1469  -0.515
89 C -6.2986 -3.8454 -5.1897  -0.503
90 C -4.9279 -4.0366 -5.2227  -0.641
91 C -4.1191 -3.5155 -4.2309  -0.208
92 H -1.2536 -3.8218 -1.5058  0.067
93 H -2.7613 -4.4321 -2.0489  0.318
94 H -4.2325 -1.2477 -1.9058  0.240
95 H -6.4959 -2.0224 -2.3495  0.407
96 H -7.9295 -2.9706 -4.1116  0.377
97 H -6.9195 -4.2362 -5.9804  0.380
98 H -4.4749 -4.5782 -6.0386  0.376
99 H -3.0487 -3.6344 -4.2844  0.517
100 O 3.3127 2.3961 -1.1748  -0.599
101 C 3.4860 1.5825 -0.1417  -0.347
102 O 2.6591 0.8027 0.2378  -0.408
103 C 4.8592 1.7190 0.5332  0.579
104 N 5.7174 2.5856 -0.2795  -0.641
105 C 6.6556 1.6965 -0.9614  -0.639
106 C 6.9260 0.5611 0.0316  -0.715
107 C 5.5466 0.3375 0.6547  -0.448
108 H 4.6725 2.1586 1.5143  0.514
109 H 6.2311 3.2299 0.3118  0.329
110 H 4.1410 2.9144 -1.2958  0.396
111 H 7.5513 2.2385 -1.2598  0.440
112 H 6.1666 1.3080 -1.8605  0.212
113 H 7.6306 0.9014 0.7937  0.267
114 H 7.3302 -0.3295 -0.4443  0.381
115 H 5.6008 0.0047 1.6887  0.376
116 H 4.9715 -0.4002 0.0946  0.025

***

The lowest strongest force on any atom belongs to which entry?
C44H52BF2HgN13O2S